No. 1
Density functional theory data (ωB97M-V/def2-TZVPD) for a structure of composition C46H37LuN8O9S4 in a non-equilibrium geometry.

Structure (XYZ):
```
105
Properties=species:S:1:pos:R:3:forces:R:3:lowdin_charge:R:1
Lu -0.812 0.635 -0.588 0.0859 1.2311 0.2952 1.52
O 6.582 -0.069 -0.272 -0.5022 0.7111 -0.8096 -0.08
C 5.973 0.721 -1.061 0.8397 -0.0822 -0.1219 -0.67
O 6.423 1.506 -1.932 -0.2935 -0.6511 0.8007 -0.06
C 4.448 0.688 -0.888 -0.1688 -0.0271 0.1802 -0.06
C 3.859 -0.608 -0.407 -0.2386 0.1297 -0.0583 -0.12
C 2.322 -0.535 -0.209 0.1344 0.3447 0.0143 -0.22
N 1.604 0.708 -0.346 -0.0064 -0.4945 -0.4401 0.00
C 2.242 1.754 -0.700 0.3019 -0.1501 -0.0372 -0.17
C 3.686 1.791 -0.970 -0.1987 -0.0154 0.0477 0.07
C 1.339 2.978 -0.811 -0.4527 -0.0742 -0.0254 -0.58
O 1.822 4.087 -0.968 -0.1693 -0.0553 0.0151 0.06
O 0.071 2.695 -0.694 0.5874 -0.0622 -0.0228 -0.26
H 4.436 -0.925 0.455 0.0695 -0.0182 0.1438 0.14
H 1.988 -1.027 0.707 -0.0392 -0.0468 0.0562 0.15
H 4.121 2.742 -1.247 -0.0206 -0.0526 -0.0250 0.12
S -3.010 -0.771 -1.473 0.4382 -0.3054 -0.0347 0.54
C -2.446 -2.372 -1.106 -0.7005 -0.0924 0.1616 -0.81
N -3.276 -3.346 -0.896 0.3317 0.1149 0.3633 0.02
N -2.691 -4.485 -0.370 0.5607 0.0295 0.3653 -0.02
C -1.733 -4.611 0.641 -0.6510 0.0533 -0.0416 -0.27
C -1.236 -5.888 0.920 0.1517 -0.1224 0.0694 -0.06
C -0.305 -6.086 1.936 -0.0947 0.0516 -0.0879 -0.12
C 0.150 -5.022 2.704 -0.0469 0.0642 -0.0791 -0.12
C -0.375 -3.753 2.454 -0.0609 -0.0101 -0.1244 -0.08
C -1.309 -3.540 1.448 -0.0207 -0.0323 0.2187 -0.04
N -1.078 -2.769 -1.068 -2.1192 -1.5973 -0.9423 0.00
N -0.236 -1.918 -1.110 2.2131 1.9882 0.3076 0.03
C 1.095 -2.446 -1.191 0.5690 0.0571 -0.1741 -0.20
C 1.462 -3.683 -0.856 0.0401 -0.2357 0.1606 0.01
C 2.894 -4.026 -0.727 -0.1188 0.0815 -0.0325 -0.07
C 3.883 -3.150 -0.952 -0.0024 0.0501 0.0107 -0.03
C 3.623 -1.758 -1.448 0.1058 -0.0832 0.1077 -0.15
C 2.115 -1.409 -1.445 -0.0213 0.0178 0.0428 -0.18
H -3.112 -5.321 -0.703 -0.2908 -0.4217 -0.0235 0.11
H -1.571 -6.730 0.318 0.0560 0.0853 0.0582 0.10
H 0.071 -7.088 2.120 -0.0162 0.0719 -0.0427 0.09
H 0.903 -5.171 3.472 -0.1117 0.0331 -0.0728 0.09
H -0.048 -2.904 3.049 -0.0297 -0.0841 -0.0627 0.09
H -1.709 -2.542 1.289 0.0282 -0.1530 0.1090 0.09
H 0.709 -4.416 -0.584 0.1118 0.0069 0.0408 0.10
H 3.139 -5.025 -0.381 -0.0726 0.0437 -0.0171 0.09
H 4.921 -3.439 -0.785 -0.1897 0.0610 -0.0441 0.11
H 4.138 -1.606 -2.400 -0.0481 0.0327 0.0151 0.16
H 1.845 -0.801 -2.299 -0.0100 0.1731 -0.1775 0.08
O -2.163 -0.028 1.465 0.0834 0.0534 -0.1510 -0.09
C -1.248 0.267 2.252 -0.1560 -0.0624 0.1489 -0.59
N -1.306 0.185 3.623 0.1330 0.0490 -0.2050 0.15
C -0.102 0.783 4.182 0.1467 -0.0589 0.1928 -0.25
C 0.722 1.034 2.859 0.0474 -0.1634 -0.1651 -0.40
O 1.861 1.452 2.858 -0.2964 -0.1228 0.0171 0.07
N -0.058 0.689 1.792 -0.0117 0.0570 0.2611 0.09
C 0.637 -0.183 5.132 -0.1618 0.1850 -0.0723 -0.13
C 1.922 0.117 5.590 -0.0116 -0.0532 0.0144 -0.01
C 2.548 -0.714 6.512 -0.0811 0.0173 -0.0590 -0.08
C 1.900 -1.848 7.000 -0.0001 0.1256 -0.0733 -0.11
C 0.632 -2.160 6.534 -0.0482 0.0574 -0.0933 -0.09
C 0.007 -1.333 5.599 0.0244 -0.0761 0.0477 -0.05
C -0.407 2.097 4.925 0.1670 -0.1274 -0.0150 -0.12
C 0.299 3.271 4.677 -0.0424 0.0904 -0.0100 0.00
C 0.020 4.426 5.407 0.0137 -0.0879 -0.0525 -0.07
C -0.961 4.422 6.387 0.0047 -0.0989 -0.0145 -0.11
C -1.668 3.250 6.642 0.0553 -0.0159 -0.0722 -0.09
C -1.387 2.099 5.919 0.0086 0.0171 0.0065 -0.04
H -2.201 0.218 4.079 -0.0267 0.0691 -0.0307 0.14
H 2.433 0.988 5.197 -0.0529 -0.0479 0.0560 0.12
H 3.553 -0.476 6.848 -0.1034 -0.0192 -0.0314 0.10
H 2.385 -2.483 7.734 -0.0092 0.0308 -0.0764 0.09
H 0.122 -3.052 6.890 0.0578 0.1275 -0.0705 0.10
H -0.972 -1.596 5.214 0.0848 0.0111 0.0719 0.10
H 1.066 3.282 3.910 -0.0603 0.0187 0.1140 0.11
H 0.582 5.333 5.203 -0.0686 -0.0977 -0.0015 0.10
H -1.173 5.321 6.955 0.0024 -0.0405 -0.0312 0.09
H -2.433 3.230 7.411 0.0321 0.0009 -0.0461 0.10
H -1.926 1.184 6.148 0.0442 0.0495 0.0003 0.11
O -2.514 2.224 -1.056 0.0511 -0.2472 0.1679 -0.71
S -3.013 3.410 -1.860 0.1647 -0.3617 0.2768 0.99
C -1.657 4.571 -2.159 0.0888 0.1525 0.0515 -0.31
C -1.022 4.212 -3.494 -0.0742 -0.0539 -0.0591 -0.22
C -2.175 3.780 -4.404 0.1058 0.0074 0.0690 -0.21
C -3.025 2.824 -3.573 -0.1591 0.0283 -0.2216 -0.31
H -0.975 4.472 -1.315 -0.0168 0.0355 0.0170 0.07
H -2.124 5.562 -2.161 0.0028 -0.0695 -0.0513 0.09
H -0.323 3.385 -3.348 -0.0558 0.0753 -0.0259 0.06
H -0.459 5.049 -3.908 -0.0175 0.0236 0.0118 0.12
H -1.814 3.302 -5.316 -0.0839 0.0748 0.0407 0.08
H -2.771 4.651 -4.702 0.0400 -0.0485 -0.0026 0.11
H -2.584 1.827 -3.495 0.0008 0.0836 0.0099 0.05
H -4.062 2.732 -3.903 0.0912 -0.0255 -0.0088 0.09
O -0.847 3.076 -7.596 0.0278 0.0868 -0.0808 -0.32
S -0.359 1.742 -7.353 0.1214 -0.1060 0.0533 0.61
O 0.436 1.123 -8.376 0.0454 0.0136 -0.1273 -0.31
N 0.384 1.672 -5.901 -0.2297 -0.2385 0.4974 -0.09
C -0.304 0.969 -5.021 0.0517 0.3127 -0.2486 -0.76
S 0.186 0.826 -3.391 0.0754 -0.0873 -0.4380 0.70
C -1.568 0.367 -5.596 0.3036 0.0831 0.1303 -0.23
C -2.523 -0.398 -4.964 -0.2469 -0.2273 0.0443 -0.05
C -3.654 -0.777 -5.685 0.0085 0.0107 -0.0242 -0.06
C -3.810 -0.407 -7.022 0.0433 0.0009 0.0787 -0.09
C -2.831 0.348 -7.665 0.0301 -0.0423 0.0099 -0.05
C -1.724 0.715 -6.923 -0.2796 -0.0090 -0.0326 -0.24
H -2.409 -0.675 -3.922 0.0001 0.0120 0.0052 0.02
H -4.425 -1.361 -5.186 0.1140 0.0813 -0.0936 0.11
H -4.704 -0.699 -7.566 0.0839 -0.0086 0.0539 0.10
H -2.931 0.639 -8.707 0.0078 -0.0091 0.1505 0.12
```
Positions in Å, forces in eV/Å.

Summary:
E in hartree: -5718.8724
Charge: -2
ΔE to the lowest compared entry with this formula, charge and spin in eV: 0.290


No. 2
Density functional theory data (ωB97M-V/def2-TZVPD) for a cluster of 2 separate species, C2H8N2O in total in a non-equilibrium geometry.

Structure (XYZ):
```
13
Properties=species:S:1:pos:R:3:forces:R:3:lowdin_charge:R:1
H 0.302 -0.279 -2.681 0.1114 0.2486 -0.1899 0.02
N 0.508 0.280 -1.859 -0.8254 0.2388 0.2307 0.04
C 0.696 -0.534 -0.899 1.5570 0.9847 -0.5154 -0.35
N 1.053 -0.162 0.380 -0.4100 -1.9869 -0.5858 -0.05
C 1.308 -1.260 1.297 0.5699 0.5024 0.6829 -0.11
H 0.868 -1.578 -1.169 -0.4607 -0.2590 0.8243 0.12
H 1.068 0.787 0.683 -0.0877 0.4005 -0.1353 0.12
H 0.581 -1.346 2.098 -0.4834 -0.1121 -0.0774 0.07
H 1.350 -2.171 0.713 -0.1117 -0.1817 0.1443 0.07
H 2.262 -1.174 1.829 0.0899 0.1737 -0.3477 0.08
O -2.963 1.593 0.749 1.1092 -1.1125 -0.9037 -0.08
H -2.993 1.414 -0.207 -0.6659 0.6064 0.1160 0.04
H -2.184 1.015 0.888 -0.3925 0.4970 0.7570 0.03
```
Positions in Å, forces in eV/Å.

Summary:
SMILES: [H]/N=C/NC.O
E in hartree: -265.7229
Charge: 0
ΔE to the lowest compared entry with this formula, charge and spin in eV: 1.639


No. 3
Density functional theory data (ωB97M-V/def2-TZVPD) for a structure of composition C25H17Cl5N5OSTi in a non-equilibrium geometry.

Structure (XYZ):
```
55
Properties=species:S:1:pos:R:3:forces:R:3:lowdin_charge:R:1
Ti 0.114 -0.281 0.117 0.2583 0.3258 0.6941 0.81
C -0.822 -3.835 -2.081 0.0793 -0.1294 -0.1525 -0.05
C 0.504 -4.122 -2.467 -0.0728 -0.0853 -0.0522 -0.04
C 1.543 -3.488 -1.843 0.0277 -0.0043 0.0520 -0.01
C 1.270 -2.543 -0.837 -0.1063 -0.0917 0.0896 -0.22
N -0.027 -2.165 -0.573 0.1626 -1.1430 -0.5680 -0.03
C -1.034 -2.855 -1.157 0.0285 0.1549 0.2885 -0.11
C 2.254 -1.973 0.053 -0.2056 -0.0688 0.1655 -0.21
C 3.574 -2.440 0.168 0.0584 -0.0358 -0.2719 0.00
C 4.365 -2.007 1.192 0.1069 0.0177 0.1241 -0.04
C 3.832 -1.117 2.148 0.1891 -0.0806 0.0149 -0.04
C 2.559 -0.673 1.994 -0.3207 -0.0479 -0.1621 -0.12
N 1.766 -1.039 0.942 1.1026 -0.4736 0.1826 -0.05
H -1.661 -4.365 -2.511 0.0311 0.0087 0.0062 0.11
H 0.701 -4.859 -3.235 -0.0169 0.0274 0.0368 0.12
H 2.566 -3.724 -2.104 -0.0327 0.0028 0.0054 0.11
H -2.032 -2.572 -0.847 -0.0054 0.0360 0.0157 0.12
H 3.942 -3.177 -0.531 0.0054 0.0365 0.0009 0.11
H 5.375 -2.380 1.295 -0.0285 0.0225 -0.0063 0.12
H 4.413 -0.787 2.997 -0.0123 -0.0389 -0.0215 0.12
H 2.117 -0.010 2.723 -0.0521 0.0773 -0.0348 0.10
C -4.983 1.694 -0.100 0.0502 -0.0972 -0.0594 -0.01
N -4.116 0.884 -0.947 -0.2079 0.0094 0.1332 -0.11
C -4.519 -0.228 -1.675 -0.1881 0.2369 0.2057 -0.02
C -3.457 -0.707 -2.322 0.2996 0.0491 0.0206 -0.05
N -2.366 0.103 -1.960 0.1928 -0.1912 -0.0137 0.00
C -2.795 1.128 -1.107 0.0441 -0.2114 -0.3138 -0.73
S -1.911 2.394 -0.494 -0.2294 -0.0906 -0.1434 0.71
C -1.096 0.000 -2.560 -0.3564 0.4305 -0.1028 -0.27
C -0.984 -0.362 -3.890 -0.1375 -0.0090 -0.1337 0.03
C 0.272 -0.420 -4.465 -0.1724 -0.0569 -0.1719 -0.01
C 1.375 -0.079 -3.708 0.3147 0.0900 0.1025 -0.02
C 1.184 0.267 -2.389 -0.1098 0.2304 -0.1330 -0.10
N -0.032 0.285 -1.804 0.2540 0.1919 -1.7910 -0.03
H -6.010 1.559 -0.427 -0.0067 -0.0079 0.0047 0.10
H -4.696 2.737 -0.197 0.0102 0.0432 -0.0261 0.07
H -4.882 1.396 0.943 0.0231 -0.0182 0.0121 0.10
H -5.536 -0.584 -1.660 0.0339 0.0517 0.0306 0.13
H -3.358 -1.564 -2.964 0.0545 0.0336 0.0222 0.13
H -1.875 -0.568 -4.466 0.0256 0.0294 -0.0081 0.13
H 0.380 -0.689 -5.508 -0.0149 -0.0106 0.0354 0.13
H 2.369 -0.064 -4.131 -0.0061 -0.0139 0.0280 0.12
H 2.015 0.574 -1.768 0.0820 -0.0658 0.0997 0.13
Cl -0.476 2.514 6.429 -0.0149 0.0044 -0.0358 0.72
C -0.733 1.744 4.918 -0.0263 0.0179 0.0711 -0.70
C 0.055 2.072 3.823 0.1517 0.1223 -0.1382 -0.69
Cl 1.286 3.264 3.952 -0.0257 -0.0181 0.0059 0.73
C -0.151 1.429 2.608 -0.1544 -0.0079 0.1106 -0.55
Cl 0.829 1.844 1.211 -0.0797 0.3551 0.5358 0.78
C -1.118 0.428 2.455 -0.0089 0.0658 -0.3321 -0.43
O -1.273 -0.243 1.306 -0.7938 0.4362 1.4818 -0.25
C -1.910 0.129 3.562 -0.2101 -0.1439 0.0037 -0.60
Cl -3.115 -1.083 3.365 0.0118 0.0376 0.0101 0.74
C -1.732 0.779 4.775 -0.0408 -0.0039 0.0750 -0.69
Cl -2.743 0.390 6.101 0.0390 0.0009 0.0073 0.73
```
Positions in Å, forces in eV/Å.

Summary:
Multiplicity: 3
E in hartree: -4860.4016
Charge: +1
ΔE to the lowest compared entry with this formula, charge and spin in eV: 0.896


No. 4
Density functional theory data (ωB97M-V/def2-TZVPD) for the molecule C8H10N4OS in a non-equilibrium geometry.

Structure (XYZ):
```
24
Properties=species:S:1:pos:R:3:forces:R:3:lowdin_charge:R:1
C 0.789 1.990 0.649 -0.0196 -0.6642 -0.0824 0.02
C -3.695 1.601 -0.591 2.2910 -0.2201 -0.3045 -0.32
C 1.180 0.803 0.096 -0.8514 2.9153 0.6986 -0.31
C -0.450 2.599 0.515 -3.1720 1.0842 -0.2976 -0.34
C -0.823 0.759 -0.968 -0.5696 -1.5408 -0.2086 -0.04
C 3.208 0.233 -1.227 0.0607 0.1409 0.6336 -0.09
C -4.323 -2.072 0.830 -0.0536 2.6238 -2.0766 -0.27
C 2.604 0.544 0.201 2.2064 -4.9362 0.2521 -0.22
N -2.610 2.336 -0.651 -0.9792 1.1855 -0.4000 0.10
N 0.278 0.207 -0.704 -0.0556 -0.9604 -1.1391 0.13
N -3.715 0.335 -0.292 0.7501 -2.0327 0.9258 -0.36
N -1.402 1.819 -0.464 2.1152 0.5012 1.9911 -0.02
O -0.863 3.592 1.077 0.1998 -1.0367 -0.8040 0.08
S -5.003 -0.637 -0.249 -0.2692 -0.5047 0.0057 0.88
H 1.337 2.628 1.273 1.4978 0.2961 0.7307 0.11
H -4.523 2.137 -0.856 -2.4140 1.3460 -0.4758 0.08
H 4.346 0.307 -1.338 -1.7106 0.2907 0.4532 0.08
H 2.655 1.049 -1.780 1.0038 -1.5382 -0.7264 0.08
H 2.972 -0.882 -1.416 -0.1140 2.1597 -0.4117 0.09
H -3.449 -1.436 1.079 -0.4341 -1.1557 1.1883 0.03
H -4.036 -2.870 0.169 0.0408 -0.3793 -0.1290 0.02
H -5.180 -2.310 1.452 0.6347 0.0363 0.6659 0.03
H 3.041 1.297 0.807 0.6219 0.8664 0.0184 0.09
H 2.850 -0.442 0.775 -0.7793 1.5228 -0.5077 0.14
```
Positions in Å, forces in eV/Å.

Summary:
E in hartree: -1003.0678
Charge: 0
ΔE to the lowest compared entry with this formula, charge and spin in eV: 5.147


No. 5
Density functional theory data (ωB97M-V/def2-TZVPD) for a cluster of 2 separate species, C3H2NO3 in total in a non-equilibrium geometry.

Structure (XYZ):
```
9
Properties=species:S:1:pos:R:3:forces:R:3:lowdin_charge:R:1
C 1.207 -0.242 0.762 0.1554 -0.0507 -0.7345 -0.61
C 0.441 1.287 -1.854 0.0591 -2.4123 1.6519 -0.57
C 0.197 0.532 0.303 -1.3408 1.1820 -0.6731 -0.13
N 0.039 -1.013 0.390 0.2908 0.2138 0.4923 0.02
O 0.332 0.264 -2.416 -0.2454 -0.6986 -1.0306 0.09
O 2.379 -0.430 0.991 0.3854 -0.3395 0.6663 -0.01
O 0.637 2.409 -1.675 0.2676 2.8923 -0.2033 0.11
H -0.576 1.195 0.700 0.4562 -0.3295 0.3115 0.06
H 0.176 -1.325 -0.561 -0.0284 -0.4576 -0.4806 0.03
```
Positions in Å, forces in eV/Å.

Summary:
E in hartree: -395.9800
Charge: -1
ΔE to the lowest compared entry with this formula, charge and spin in eV: 2.605


No. 6
Density functional theory data (ωB97M-V/def2-TZVPD) for a structure of composition C5H16N3PS in a non-equilibrium geometry.

Structure (XYZ):
```
26
Properties=species:S:1:pos:R:3:forces:R:3:lowdin_charge:R:1
C 0.661 -1.664 2.276 -2.1315 1.7267 -0.4191 -0.25
C 1.530 2.238 -0.166 1.8638 -1.9008 -0.7288 -0.12
C -0.551 2.370 -1.303 1.2976 0.8457 2.4892 -0.14
C 0.406 -1.435 -1.341 -0.9651 1.4223 -2.2874 -0.12
C -1.922 -1.678 -0.469 0.8074 -1.8147 1.2320 -0.16
N 1.289 -0.603 1.484 -1.7370 -0.1958 -1.6853 -0.12
N 0.288 1.588 -0.437 0.2152 -0.9821 -0.9535 -0.40
N -0.830 -0.788 -0.864 0.2465 2.7272 2.5167 -0.37
P -0.509 0.358 0.358 1.8213 0.5381 1.2452 0.48
S -2.064 1.041 1.376 1.0738 -0.8696 -0.4133 0.23
H -0.125 -1.187 2.889 0.0059 -0.6369 0.1228 0.06
H 0.196 -2.367 1.642 -0.8927 -0.7603 -1.0360 0.02
H 1.217 -2.300 2.897 1.8119 -0.2479 1.0207 0.05
H 1.650 2.253 0.879 0.7655 0.2739 1.3711 0.05
H 2.436 1.696 -0.657 -1.3776 0.8503 0.8438 0.11
H 1.494 3.234 -0.553 0.0580 0.5840 -0.0305 0.07
H -0.076 3.079 -1.888 1.7634 1.1780 -0.9652 0.07
H -1.069 1.838 -1.944 -2.8254 -3.0247 -2.9705 0.03
H -1.178 2.905 -0.682 -1.9186 1.3549 1.0929 0.04
H 0.900 -2.079 -0.664 0.3267 -0.7276 0.9328 0.05
H -0.065 -1.940 -2.166 0.7973 -0.9907 -0.6733 0.08
H 1.146 -0.705 -1.785 -1.0172 -0.5751 0.7868 0.10
H -2.531 -2.001 -1.298 0.2311 -0.2418 -0.6897 0.07
H -1.259 -2.522 -0.066 -2.1385 0.1969 -0.0897 0.09
H -2.706 -1.294 0.270 1.8123 -0.1535 -0.7383 0.05
H 1.675 -0.038 2.214 0.1060 1.4236 0.0265 0.01
```
Positions in Å, forces in eV/Å.

Summary:
E in hartree: -1103.8106
Charge: 0
ΔE to the lowest compared entry with this formula, charge and spin in eV: 2.383